# 1
{
  "formula": "C6H18O3",
  "method": "the ωB97M-V functional and the def2-TZVPD basis",
  "max_force_ev_per_a": 3.07,
  "de_lowest_kcal_mol": 48.5,
  "total_energy_ev": -12654.1798,
  "lumo_ev": 0.59,
  "smiles": "CCO.CCO.CCO",
  "symbols": ["C", "C", "O", "H", "H", "H", "H", "H", "H", "C", "C", "O", "H", "H", "H", "H", "H", "H", "C", "C", "O", "H", "H", "H", "H", "H", "H"],
  "positions_angstrom": [[3.0519, -4.4225, 1.3667], [1.6504, -3.9970, 1.0678], [1.2567, -2.8471, 1.8551], [3.3718, -5.4045, 1.0183], [3.2046, -4.2483, 2.4318], [3.6873, -3.6833, 0.8789], [1.0778, -4.7609, 1.5937], [1.2896, -3.9318, 0.0413], [0.6351, -2.2845, 1.3875], [-1.6901, 0.3433, 0.3791], [-0.9028, -0.7660, 1.0155], [0.5165, -0.6343, 0.5801], [-1.2611, 0.5828, -0.5939], [-1.3510, 1.2433, 0.8921], [-2.7598, 0.1609, 0.4820], [-1.4264, -1.6864, 0.7573], [-0.9402, -0.7813, 2.1047], [0.9233, 0.0571, 1.1074], [-1.8237, 4.4600, -2.7457], [-0.5698, 4.0477, -1.8721], [-1.0625, 3.1078, -0.9291], [-2.2726, 3.6802, -3.3608], [-1.3098, 5.1071, -3.4565], [-2.6221, 4.9275, -2.1694], [-0.3515, 4.9301, -1.2707], [0.2682, 3.6851, -2.4675], [-0.5897, 3.1150, -0.0936]],
  "forces_ev_per_a": [[1.0271, 1.9060, -0.6526], [-2.1947, -0.8772, 1.9646], [1.0604, -0.3321, -0.0229], [-0.4461, -0.0331, 0.1903], [0.0491, -0.5033, 0.0534], [0.5445, -0.0654, -0.0414], [-0.5765, -0.6508, -0.7209], [0.5248, 0.1091, -0.1243], [0.5278, -0.0497, -0.3833], [1.1362, 0.8173, 0.8065], [0.5663, 0.5449, -0.2146], [-1.8753, -0.8016, -0.0618], [-0.8103, -0.6923, -0.4695], [-0.7611, 0.3568, 0.4304], [0.0674, 0.4131, -0.4077], [1.1323, -0.6210, -0.6137], [0.0622, 0.3763, 0.1357], [-0.0695, -0.0211, 0.2077], [2.0401, -0.3439, -0.2016], [-2.7997, 0.4705, 0.6324], [-0.0749, -0.9979, 0.0110], [0.2559, -0.4086, 0.3296], [-0.7360, 0.6958, -0.2141], [0.3912, 0.2015, 0.0226], [0.6984, 0.3132, -0.5163], [-0.0158, -0.0060, 0.0411], [0.2764, 0.1993, -0.1805]],
  "nbo_charge": [-0.633, -0.069, -0.759, 0.216, 0.221, 0.198, 0.152, 0.171, 0.489, -0.632, -0.097, -0.739, 0.248, 0.184, 0.217, 0.183, 0.175, 0.475, -0.622, -0.056, -0.742, 0.211, 0.202, 0.214, 0.162, 0.167, 0.466]
}

---

# 2
{
  "formula": "C6H18O3",
  "method": "the ωB97M-V functional and the def2-TZVPD basis",
  "max_force_ev_per_a": 9.69,
  "de_lowest_kcal_mol": 121.4,
  "total_energy_ev": -12651.0200,
  "lumo_ev": 0.37,
  "smiles": "CCO.CCO.CCO",
  "symbols": ["C", "C", "O", "H", "H", "H", "H", "H", "H", "C", "C", "O", "H", "H", "H", "H", "H", "H", "C", "C", "O", "H", "H", "H", "H", "H", "H"],
  "positions_angstrom": [[0.4925, -1.5626, -0.8630], [-0.6477, -0.7252, -0.2729], [0.0023, 0.2843, 0.4720], [0.8500, -2.2485, -0.1946], [1.1088, -0.9989, -1.4126], [0.0810, -2.2180, -1.5930], [-1.3884, -1.2629, 0.0557], [-1.1707, -0.1097, -1.0839], [-0.3780, 0.2419, 1.2896], [1.5143, 2.7533, -3.6561], [0.7833, 1.7331, -2.7597], [0.6667, 2.2515, -1.5643], [2.4749, 2.9501, -3.2123], [1.2447, 3.6580, -3.6466], [1.2535, 2.4784, -4.8148], [1.2124, 0.6336, -2.7514], [-0.1591, 1.7519, -3.2567], [0.4740, 1.6377, -1.0204], [-0.5666, -2.1685, 2.9985], [-0.9747, -0.8768, 3.7737], [-1.2677, 0.1624, 2.9314], [0.1738, -1.8700, 2.2727], [-1.4597, -2.5651, 2.4307], [-0.5450, -2.9636, 3.6083], [-0.2270, -0.7770, 4.4898], [-1.8170, -1.2818, 4.4169], [-1.7304, 1.0925, 3.3630]],
  "forces_ev_per_a": [[-4.6865, -0.7846, -0.1366], [4.4845, 4.1183, -5.3535], [0.8880, -0.2370, -2.1020], [1.7042, -1.1083, 2.1072], [2.9334, 2.1671, -1.2605], [-0.7624, -0.7104, -0.9816], [-3.7653, -2.8800, 3.2628], [0.6239, -1.0795, 0.2975], [-1.3914, 0.5021, 3.9671], [1.5941, -7.5184, -2.2857], [0.9160, -0.9771, -4.3741], [2.0749, 7.7442, -1.7419], [1.5087, -0.9167, -0.9279], [-3.8152, 6.9353, 0.7907], [1.8611, 0.2365, 2.5893], [-0.4557, 2.1524, -0.3824], [-1.4413, -1.0462, -0.4081], [-2.2367, -6.5188, 6.8068], [-3.1378, 3.6416, -3.0786], [-2.0338, -3.9121, 1.0845], [-2.0564, 4.7157, 0.5779], [0.8158, -0.8605, 0.0878], [0.5742, 1.0380, -0.1530], [1.7591, -2.6621, 2.6220], [1.7683, 1.3194, 1.0782], [0.1162, 1.0633, -0.7012], [2.1601, -4.4224, -1.3847]],
  "nbo_charge": [-0.616, -0.062, -0.745, 0.205, 0.206, 0.197, 0.172, 0.146, 0.491, -0.606, -0.041, -0.697, 0.209, 0.196, 0.191, 0.139, 0.134, 0.472, -0.630, -0.049, -0.753, 0.217, 0.197, 0.222, 0.158, 0.143, 0.506]
}

---

# 3
{
  "formula": "C6H18O3",
  "method": "the ωB97M-V functional and the def2-TZVPD basis",
  "max_force_ev_per_a": 4.19,
  "de_lowest_kcal_mol": 43.9,
  "total_energy_ev": -12654.3810,
  "lumo_ev": 0.66,
  "smiles": "CCO.CCO.CCO",
  "symbols": ["C", "C", "O", "H", "H", "H", "H", "H", "H", "C", "C", "O", "H", "H", "H", "H", "H", "H", "C", "C", "O", "H", "H", "H", "H", "H", "H"],
  "positions_angstrom": [[8.6331, -21.7992, -11.7272], [9.1120, -20.9775, -10.5442], [10.3485, -21.2433, -10.1004], [8.9754, -21.5432, -12.7300], [7.5621, -21.6072, -11.7923], [8.7282, -22.8834, -11.6688], [8.4260, -21.0148, -9.6980], [9.3071, -19.9512, -10.8552], [10.8843, -20.6246, -10.6022], [7.6703, -17.6888, -7.9340], [8.3496, -18.6922, -7.0177], [7.4431, -19.0354, -6.0484], [6.9974, -17.0126, -7.4068], [7.1056, -18.1499, -8.7444], [8.3890, -17.0666, -8.4673], [9.2998, -18.2782, -6.6803], [8.6317, -19.5041, -7.6881], [7.9732, -19.4604, -5.3702], [8.4985, -19.8178, -1.7668], [9.5212, -19.3116, -2.7585], [9.1698, -20.0370, -3.9155], [8.7478, -20.8584, -1.5594], [7.4822, -19.5934, -2.0910], [8.5377, -19.1685, -0.8921], [10.5777, -19.3612, -2.4950], [9.3234, -18.2953, -3.0992], [9.8802, -20.5377, -4.3231]],
  "forces_ev_per_a": [[-1.2772, -0.1963, -0.4064], [-1.6028, 1.2488, -1.3712], [3.7907, -1.3680, 1.1449], [0.6303, 0.4039, 0.2337], [-0.2744, -0.1034, -0.0362], [0.2385, 0.0170, 0.5622], [-0.2956, -0.0502, -0.1779], [-1.9866, 0.6268, -0.3548], [0.7636, -0.5628, 0.4280], [0.0703, 0.6683, -0.7430], [0.1281, 1.0481, -2.3327], [-0.1525, -0.5225, 0.9977], [0.0738, -0.1017, 0.2111], [-0.2381, -0.3027, 0.2351], [0.2540, 0.0811, 0.1173], [-0.0104, 0.1471, 0.6587], [0.0955, -0.6727, 0.1933], [-0.2131, -0.3284, 0.7480], [0.7610, 1.4978, 1.0216], [-1.1949, 0.5705, -0.8041], [0.3422, -1.1610, -1.7994], [-0.5965, 0.0886, 0.2293], [0.1059, -0.7255, -0.5943], [0.3787, -0.4219, 0.6419], [-0.0983, -0.4316, 0.2218], [0.0910, 0.4640, 0.7695], [0.2168, 0.0866, 0.2060]],
  "nbo_charge": [-0.650, -0.054, -0.705, 0.205, 0.210, 0.215, 0.168, 0.148, 0.462, -0.623, -0.064, -0.723, 0.214, 0.201, 0.199, 0.147, 0.143, 0.494, -0.625, -0.067, -0.764, 0.214, 0.224, 0.203, 0.174, 0.171, 0.482]
}

---

# 4
{
  "formula": "C6H18O5",
  "method": "the ωB97M-V functional and the def2-TZVPD basis",
  "max_force_ev_per_a": 2.56,
  "de_lowest_kcal_mol": 38.5,
  "charge": 1,
  "spin_multiplicity": 2,
  "total_energy_ev": -16741.2839,
  "lumo_ev": [-4.50, -7.88],
  "symbols": ["C", "C", "C", "C", "O", "C", "C", "H", "H", "H", "H", "H", "H", "H", "H", "H", "H", "H", "H", "O", "H", "H", "O", "H", "H", "O", "H", "H", "O"],
  "positions_angstrom": [[1.0244, -0.5202, -2.9386], [-0.4345, -0.4204, -2.4411], [-1.5640, -2.1467, 2.0973], [-1.3044, -1.1553, 1.1855], [-0.5091, -0.1414, 1.6102], [-1.5193, -1.1619, -0.2606], [-0.4660, -1.0846, -1.0988], [1.3769, -1.5425, -2.8267], [1.1357, -0.3373, -4.0144], [1.6030, 0.1357, -2.2934], [-1.1857, -0.9761, -3.0034], [-0.6376, 0.6251, -2.2417], [-1.3375, -2.0358, 3.1539], [-2.2288, -3.0001, 1.9097], [-0.4093, 0.3951, 0.7869], [-2.5475, -1.0741, -0.5960], [0.5065, -1.4163, -0.7220], [-0.4197, 2.5625, -0.2762], [1.0922, 2.1748, -0.5358], [0.2690, 1.9062, -0.0945], [2.0622, 2.1511, 0.8412], [2.6556, 2.1156, 2.3071], [2.5543, 2.6179, 1.5034], [-1.4815, 3.6849, 1.3780], [-2.4525, 2.6258, 1.5614], [-2.2146, 3.2716, 0.8821], [1.6491, -1.7984, 1.4902], [2.3515, -3.1892, 1.4482], [2.4317, -2.2662, 1.1881]],
  "forces_ev_per_a": [[-0.8225, -0.5706, -0.6523], [0.8945, -1.6169, 0.5120], [-1.9415, -0.9250, 1.3838], [2.2558, 0.9809, -0.5684], [-1.5148, -1.7724, -1.0018], [-0.4743, -0.0499, 0.5237], [0.3945, 0.9601, 0.6667], [0.1482, -0.0922, 0.2278], [0.0050, 0.5676, 0.4337], [0.4059, 0.0531, -0.3771], [-0.0466, 0.6644, -0.7302], [-0.7405, 0.1187, -0.3188], [0.5700, 0.1553, -0.2067], [0.4574, 0.4567, -0.4633], [0.7074, 0.8976, 0.3660], [-0.0630, -0.0082, -0.1214], [-0.0773, 0.2414, 0.2005], [0.0516, 0.1338, 0.0463], [-0.7555, 0.0912, -0.2320], [0.1395, -0.3930, -0.3003], [-0.1866, -0.6820, 0.5622], [-0.1311, -0.5242, 0.0421], [0.6187, 1.2328, -0.0398], [-0.3034, 0.3954, -0.5378], [-0.5608, -0.1330, -0.2970], [1.0153, -0.2352, 0.8530], [0.0461, -0.1864, 0.2827], [-0.0988, 0.0604, 0.1043], [0.0067, 0.1794, -0.3581]],
  "mulliken_spin": [0.003, -0.008, 0.465, 0.159, 0.166, 0.042, 0.093, 0.000, 0.000, -0.001, 0.008, 0.009, 0.019, 0.021, -0.012, 0.024, 0.012, 0.000, 0.000, 0.000, 0.000, 0.000, 0.000, 0.000, 0.000, 0.000, 0.000, 0.000, 0.002]
}